Entry 1:
# C2H3PS

A 2-piece molecular cluster, C2H3PS overall (the ωB97M-V functional and the def2-TZVPD basis, the Open Molecules 2025 dataset).

Properties
energy = -817.4198 a.u.
SMILES string = C#P.C=S

CARTESIAN COORDINATES (ANGSTROEM)
C (0.200031, -1.900357, -2.059829)
P (-0.886642, -1.777203, -3.123851)
H (1.018737, -1.994770, -1.221547)
C (0.479257, -0.426360, 0.923026)
S (1.453272, 0.569311, 1.713755)
H (-0.322877, -0.826592, 1.504128)
H (0.545501, -0.635262, -0.138524)

Cartesian forces, eV/Å:
C 2.074 -0.369 2.035
P 0.003 0.017 -0.012
H -1.995 0.015 -2.387
C 0.311 0.809 0.431
S 0.312 0.030 -0.257
H -0.645 -0.652 -0.104
H -0.061 0.150 0.293


Entry 2:
# C2H4

One molecule with the formula C2H4 (the ωB97M-V functional and the def2-TZVPD basis, the Open Molecules 2025 dataset).

Properties
energy = -78.5572 a.u.
SMILES string = C=C

CARTESIAN COORDINATES (ANGSTROEM)
C (-0.225632, 0.587619, 0.209650)
C (0.246833, -0.581653, -0.189288)
H (-0.368637, 0.744775, 1.292895)
H (-0.650147, 1.427046, -0.319089)
H (0.514597, -1.492440, 0.327551)
H (0.289877, -0.729352, -1.270496)

Cartesian forces, eV/Å:
C -0.449 -0.384 2.628
C -0.426 0.271 -2.221
H 0.242 -0.090 -0.383
H 0.439 -0.264 -0.881
H 0.053 0.514 0.792
H 0.140 -0.047 0.066


Entry 3:
# C2H40NO17

A 18-piece molecular cluster, C2H40NO17 overall (the ωB97M-V functional and the def2-TZVPD basis, the Open Molecules 2025 dataset).

Properties
<S²> = 0.75
charge = +2
energy = -1433.2775 a.u.
spin multiplicity = 2

CARTESIAN COORDINATES (ANGSTROEM)
C (0.841554, 2.268681, 0.107588)
C (1.052566, 3.356676, -0.724432)
N (1.191583, 0.898876, -0.252566)
H (0.660371, 2.279392, 1.194635)
H (0.665684, 4.317621, -0.401938)
H (1.487390, 3.437709, -1.736117)
H (0.304679, 0.427680, -0.615507)
H (1.892019, 0.850822, -1.022128)
H (1.513502, 0.206911, 0.466137)
H (2.116078, -1.701141, 1.863768)
H (2.562189, -0.248163, 1.962125)
O (2.315378, -0.918307, 1.305103)
H (-1.701646, -0.897365, 2.579401)
H (-2.300956, -2.109886, 3.357669)
O (-1.679665, -1.862117, 2.663634)
H (-0.244576, 0.388122, -4.089960)
H (0.036794, -0.641977, -5.269684)
O (-0.442529, -0.484534, -4.451839)
H (1.279404, 0.831318, 3.673765)
H (2.444359, 1.154432, 4.588988)
O (2.249369, 0.824721, 3.704301)
H (-3.103496, 1.040548, -1.645305)
H (-3.408919, 1.839307, -0.366072)
O (-2.713947, 1.661086, -1.012529)
H (-2.802126, -2.622159, 2.114115)
H (-2.121421, -2.364405, 0.798550)
O (-3.002439, -2.411761, 1.190979)
H (-3.838419, -1.760990, -2.019223)
H (-4.481357, -1.302732, -0.529132)
O (-3.828687, -1.231155, -1.223061)
H (3.664957, -0.803292, -0.107758)
H (4.966705, -0.284364, -0.484219)
O (4.030421, -0.076173, -0.642727)
H (-1.933917, 1.251434, 1.005786)
H (-1.333703, 0.351388, -0.063668)
O (-1.106147, 0.788109, 0.786196)
H (1.384746, 1.859703, -2.850350)
H (0.545087, 2.733462, -3.693540)
O (0.940129, 1.845328, -3.701994)
H (-0.896816, 1.179442, 2.492932)
H (-1.050590, 2.059716, 3.807982)
O (-0.429813, 1.580780, 3.249573)
H (-3.485928, 0.009833, 0.964787)
H (-4.595087, 0.855880, 1.837433)
O (-3.720279, 0.815954, 1.444846)
H (0.667077, -3.707733, 2.856471)
H (0.223192, -2.347786, 2.555205)
O (1.035376, -2.883228, 2.507785)
H (1.183455, -3.160075, -0.264994)
H (0.343443, -3.255510, 0.961799)
O (0.254862, -3.168091, 0.002789)
H (3.650375, 1.556430, -1.551270)
H (3.598301, 2.119668, -2.976798)
O (3.130757, 2.123114, -2.130677)
H (2.466233, -0.809100, -2.667320)
H (0.973168, -0.914330, -2.797726)
O (1.701873, -1.160771, -2.192988)
H (-1.827017, -1.222235, -1.510144)
H (-0.398444, -1.696739, -1.558995)
O (-0.925141, -0.868042, -1.489657)

Cartesian forces, eV/Å:
C 1.185 -2.901 1.594
C -0.800 1.537 -0.918
N -0.748 1.011 -2.316
H -0.274 0.908 -0.504
H -0.021 -0.016 0.441
H 0.003 -0.785 0.888
H 0.959 0.027 -0.269
H -0.417 -0.128 0.124
H 0.158 -0.307 0.926
H -0.199 -0.041 -0.342
H 0.444 0.000 0.522
O 0.019 0.393 0.332
H -0.268 -0.267 0.179
H 0.546 0.635 0.984
O 4.224 1.847 4.187
H 0.238 0.069 -0.663
H 0.058 0.427 -0.028
O -0.215 -0.657 0.697
H 0.037 0.169 0.091
H 0.306 -0.071 -0.078
O -0.306 -0.122 -0.275
H -0.133 0.110 0.077
H -0.187 -0.014 -0.180
O 0.040 0.086 -0.515
H -1.160 -0.565 -2.337
H -0.459 -0.290 -0.136
O -2.852 -1.141 -2.875
H -1.256 -0.571 0.321
H -0.472 -1.197 -0.545
O 1.788 1.683 -0.206
H -0.730 0.297 -0.094
H 0.076 0.630 -0.455
O 0.802 -0.680 0.429
H -0.123 0.048 -0.233
H -0.251 -0.099 0.153
O -0.002 0.094 0.343
H 0.633 -0.544 -0.178
H -0.197 -0.313 -0.749
O -0.608 0.920 0.458
H 0.169 0.287 0.802
H -0.114 -0.058 -0.049
O 0.076 -0.197 -0.458
H -0.974 -0.504 0.395
H -0.135 -0.611 -0.171
O 0.924 0.792 0.034
H 0.781 -0.312 0.278
H 0.064 0.413 0.252
O -1.015 -0.257 0.579
H -0.160 -0.078 -0.304
H 0.028 -0.064 -0.260
O 0.057 0.153 -0.461
H 0.579 -0.381 0.265
H -0.040 0.070 -0.033
O -0.055 0.083 -0.061
H 0.273 -0.400 0.105
H -0.025 -0.388 -0.115
O -0.182 0.869 -0.322
H -0.406 0.406 0.135
H -0.114 0.579 0.452
O 0.435 -0.584 0.090


Which formula does entry 2 have?
C2H4